#w
DFT (ωB97M-V/def2-TZVPD) results for C30H26N5O7S4Sc as an isolated structure.

## Properties
molecular weight	741.790	g/mol
expectation value of S²	0.787
HOMO level (spin up / spin down)	-3.41 / -4.68	eV

Geometry as ORCA input:
```
! wB97M-V def2-TZVPD RIJCOSX def2/J DEFGRID3
* xyz -1 2
Sc 1.1478 0.8925 0.3621
O 1.8478 4.6333 2.3343
C 1.8489 3.6143 1.6367
N 0.8720 2.7287 1.4514
C -0.2793 2.8779 2.3144
C -0.2550 2.0056 3.5600
C -0.9188 2.4211 4.6804
C -0.8948 1.7057 5.8827
C -0.0946 0.5588 5.9274
C 0.5818 0.1446 4.8223
N 0.4664 0.8011 3.5962
C 3.1237 3.2325 0.9200
C 4.1966 4.1076 0.8790
C 5.3653 3.6963 0.2660
C 5.4292 2.4200 -0.2729
C 4.3165 1.6034 -0.1831
N 3.1878 2.0013 0.4054
H -1.1902 2.6595 1.7550
H -0.3358 3.9089 2.6696
H -1.4528 3.3607 4.6149
H -1.4392 2.0500 6.7499
H 0.0058 -0.0203 6.8360
H 1.2035 -0.7352 4.7933
H 4.0769 5.0787 1.3371
H 6.2202 4.3590 0.2110
H 6.3248 2.0553 -0.7565
H 4.3109 0.5996 -0.5839
O 1.3643 -2.6479 -1.5688
S 1.3134 -1.2176 -1.5675
O 0.0875 -0.6366 -0.9663
O 2.4372 -0.5398 -0.8986
C 1.3981 -0.7194 -3.2870
C 1.8429 -1.7139 -4.1511
C 2.0369 -1.4505 -5.4972
C 1.7888 -0.1814 -5.9900
C 1.3376 0.8133 -5.1374
C 1.1312 0.5609 -3.7864
S 0.4284 1.9420 -2.8696
O -0.9888 1.6282 -2.7761
O 0.7365 3.1141 -3.6440
O 1.0940 1.9437 -1.5562
H 2.0323 -2.6972 -3.7458
H 2.3845 -2.2390 -6.1523
H 1.9420 0.0415 -7.0383
H 1.1392 1.8108 -5.5025
S -1.8793 0.1497 1.2780
C -3.1078 0.1042 0.1338
N -2.8944 0.5028 -1.1466
C -3.8223 0.4895 -2.1257
C -5.0791 0.0312 -1.8846
C -5.3687 -0.4194 -0.5772
C -4.4205 -0.3829 0.4004
H -1.9750 0.8715 -1.4054
H -3.4768 0.8705 -3.0758
H -5.8189 0.0179 -2.6700
H -6.3568 -0.7997 -0.3486
H -4.6216 -0.7290 1.4034
S 2.2292 -0.8769 2.4551
C 1.0368 0.2980 2.4603
N -0.4150 -3.0413 1.6307
C -1.2582 -3.8239 0.8685
C -1.9407 -3.2759 -0.2249
C -2.8389 -4.0419 -0.9449
C -3.0817 -5.3700 -0.6091
C -2.3972 -5.9199 0.4661
C -1.4978 -5.1616 1.1985
H 0.3206 -3.5147 2.1287
H -0.0950 -2.1864 1.2030
H -1.7371 -2.2485 -0.5022
H -3.3520 -3.5956 -1.7893
H -3.7831 -5.9652 -1.1794
H -2.5644 -6.9547 0.7419
H -0.9753 -5.6000 2.0416
*
```

=====

#x
DFT (ωB97M-V/def2-TZVPD) results for C30H26N5O7S4Sc as an isolated structure.

## Properties
molecular weight	741.790	g/mol
expectation value of S²	0.761
HOMO level (spin up / spin down)	-2.96 / -5.08	eV

Geometry as ORCA input:
```
! wB97M-V def2-TZVPD RIJCOSX def2/J DEFGRID3
* xyz -1 2
Sc -0.3133 0.4258 -0.4199
O -2.5574 1.1546 3.1687
C -2.0779 0.7283 2.1167
N -1.3737 1.3622 1.1855
C -0.8383 2.6698 1.5037
C 0.6612 2.5326 1.6271
C 1.4484 3.3762 2.3955
C 2.8174 3.1877 2.4126
C 3.3746 2.1663 1.6580
C 2.5318 1.3709 0.9113
N 1.2061 1.5424 0.9032
C -2.2248 -0.7425 1.7806
C -3.2891 -1.4917 2.2543
C -3.3547 -2.8306 1.9183
C -2.3478 -3.3822 1.1372
C -1.3185 -2.5660 0.7125
N -1.2481 -1.2691 1.0324
H -1.2958 3.0932 2.3989
H -1.0211 3.3602 0.6702
H 0.9805 4.1667 2.9664
H 3.4492 3.8374 3.0047
H 4.4408 1.9934 1.6362
H 2.9119 0.5669 0.2930
H -4.0287 -1.0019 2.8712
H -4.1815 -3.4423 2.2569
H -2.3621 -4.4239 0.8494
H -0.5182 -2.9422 0.0871
O -1.9536 0.9417 -3.0549
S -1.8529 -0.6776 -2.9955
O -3.1364 -1.1369 -3.4231
O -1.4629 -0.9487 -1.6024
C -0.6237 -1.2568 -3.9925
C -1.0362 -1.7999 -5.2405
C -0.1578 -2.4043 -6.0869
C 1.2219 -2.5002 -5.7398
C 1.6638 -1.9555 -4.5623
C 0.8006 -1.3090 -3.6597
S 1.5658 -0.5401 -2.3214
O 0.8841 0.8068 -2.2088
O 2.9766 -0.4575 -2.5692
O 1.2327 -1.1508 -0.9936
H -2.0871 -1.7452 -5.4883
H -0.5152 -2.8199 -7.0202
H 1.9245 -2.9821 -6.4063
H 2.7148 -1.9890 -4.3103
S 2.2410 4.7151 -0.8512
C 2.5347 4.3671 -2.4643
N 2.0871 3.1956 -3.0045
C 2.2643 2.8094 -4.2833
C 2.9306 3.6052 -5.1614
C 3.4117 4.8432 -4.6797
C 3.2224 5.2154 -3.3822
H 1.5490 2.5680 -2.4075
H 1.8500 1.8432 -4.5390
H 3.0740 3.2942 -6.1843
H 3.9371 5.5088 -5.3543
H 3.5818 6.1602 -3.0028
S -1.7218 3.2708 -2.0411
C -1.5588 1.6572 -1.9157
N 1.8926 -1.9255 1.8235
C 2.5223 -2.7630 2.7179
C 2.0052 -2.9561 4.0039
C 2.6642 -3.7655 4.9131
C 3.8504 -4.4031 4.5726
C 4.3666 -4.2137 3.2970
C 3.7172 -3.4071 2.3783
H 2.1165 -2.0081 0.8434
H 0.9248 -1.7066 1.9908
H 1.0833 -2.4578 4.2821
H 2.2435 -3.8986 5.9026
H 4.3620 -5.0344 5.2868
H 5.2900 -4.7023 3.0101
H 4.1296 -3.2651 1.3860
*
```

=====

It is #w that is most stable; the runner-up trails by 124.0 kJ/mol.